[1]
The following is a quantum chemistry calculation of 3 unconnected molecules or ions with the total composition C4H17N2O2 at a distorted geometry, from the Open Molecules 2025 dataset.

Structure (XYZ):
```
25
Properties=species:S:1:pos:R:3:forces:R:3
C 0.59957 0.04523 1.46217 0.4 1.6 1.2
N 1.19916 1.35899 1.82371 0.6 0.2 0.0
C 0.56368 0.03905 -0.03718 -1.1 -0.4 -1.3
N -0.05381 1.35016 -0.50939 0.4 -0.2 1.1
C -1.53971 1.24165 -0.63236 -1.5 0.0 -0.8
C -1.91485 1.24153 -2.11954 0.7 0.7 0.0
H 1.16749 -0.79910 1.83655 0.0 -0.1 -0.1
H -0.36786 0.06872 1.95076 -0.4 -0.5 -0.3
H 2.17113 1.33649 2.08909 0.3 -0.4 -0.4
H 0.79781 1.89234 2.57539 -0.8 -0.4 0.3
H 1.54775 -0.15300 -0.46219 0.0 0.4 0.0
H -0.15375 -0.65008 -0.48199 0.5 -0.6 0.4
H 0.24249 2.01351 0.22682 0.0 0.0 0.2
H 0.38562 1.70597 -1.35475 -0.2 -0.2 -0.3
H -2.07352 2.02797 -0.10351 0.6 0.5 0.0
H -1.95177 0.33811 -0.17244 0.8 -0.1 0.1
H -1.72169 0.28139 -2.58117 0.0 -0.2 -0.1
H -2.93532 1.54696 -2.33862 -0.1 -0.2 0.3
H -1.27159 1.99228 -2.60074 -0.3 -0.1 -0.2
H 3.35888 -2.28063 1.41117 0.6 -0.5 0.7
H 2.33539 -3.26569 0.71698 0.2 -0.9 0.5
O 2.70759 -2.39767 0.73901 -0.7 1.4 -1.2
H -1.50938 -3.44974 -0.21167 -1.3 -0.3 0.6
H -0.39548 -2.91252 -0.81638 1.0 0.6 -0.6
O -1.18785 -2.57193 -0.40974 0.2 -0.4 0.0
```
Forces are in eV/Å.

Energy relative to the best compared isomer or geometry (same formula, charge and spin), kcal/mol: 31.2
HOMO, eV: -13.8
Charge: +1
Strongest force on any atom, eV/Å: 2.0
Kohn-Sham gap, eV: 11.30

---

[2]
The following is a quantum chemistry calculation of C3H6N2O2S in the gas phase at a distorted geometry, from the Open Molecules 2025 dataset.

Structure (XYZ):
```
14
Properties=species:S:1:pos:R:3:forces:R:3
H 0.09240 -0.63970 2.03822 0.7 0.7 -1.9
N 0.64985 -0.42067 1.13944 -2.4 -1.3 4.4
C 0.02697 -0.58966 0.07519 0.4 0.7 -2.1
C -1.38697 -0.71358 -0.47204 4.8 -2.2 -1.1
N -2.18559 0.21157 -0.25583 -3.6 1.8 3.0
O -3.31656 0.33437 -0.69876 -0.4 0.9 -0.6
O -1.85979 1.03911 0.87790 0.7 -0.4 -0.7
S 1.12011 -0.32251 -1.30770 -0.7 -0.3 -1.0
C 2.57679 0.10755 -0.40767 -0.7 -0.1 0.7
H -1.45615 -1.17185 -1.46968 -0.4 -0.1 0.8
H -2.70035 1.37259 1.20386 -0.6 0.0 -0.4
H 2.47796 -0.30514 0.61918 0.9 -0.4 -1.1
H 2.58923 1.14800 -0.26652 -0.3 1.7 0.3
H 3.37210 -0.05008 -1.07558 1.4 -1.0 -0.4
```
Forces are in eV/Å.

Energy relative to the best compared isomer or geometry (same formula, charge and spin), kcal/mol: 142.7
HOMO, eV: -8.9
Charge: 0
Strongest force on any atom, eV/Å: 5.4
SMILES string: [H]/N=C(\C=[N+](\[O-])O)SC
Kohn-Sham gap, eV: 8.98

---

[3]
The following is a quantum chemistry calculation of a gas-phase ion, C7H14 (charge -1) at a distorted geometry, from the Open Molecules 2025 dataset.

Structure (XYZ):
```
21
Properties=species:S:1:pos:R:3:forces:R:3
C 1.05359 1.03181 2.95403 -1.4 0.8 -2.5
C 0.60033 0.12946 1.70977 -1.4 -1.4 2.4
C -0.44569 0.75513 0.74801 0.8 0.6 -1.1
C -0.52869 0.06181 -0.66310 0.9 0.2 1.7
C -0.36899 -1.26142 -0.83537 0.5 0.0 0.8
C -0.21119 -1.86744 -2.20645 -1.5 -1.1 -0.4
C -0.33915 1.05222 -1.80815 -1.8 -0.6 0.6
H 2.03952 0.77695 3.34357 -0.1 0.1 -0.1
H 1.00032 2.08970 2.52764 0.5 -1.1 0.9
H 0.26980 0.97066 3.70983 0.2 0.0 0.2
H 1.44309 -0.38352 1.28064 0.4 0.6 -1.0
H 0.11114 -0.79602 2.15478 0.2 1.0 -0.2
H -1.42774 1.00112 1.20864 0.5 -0.7 0.0
H -0.08989 1.76702 0.46388 0.0 -0.4 0.4
H -0.23215 -1.99863 0.04258 -0.5 1.5 -1.3
H -0.39199 -2.93477 -2.08609 0.1 -0.4 0.0
H -1.09119 -1.60393 -2.90466 1.7 0.2 0.6
H 0.81177 -1.85076 -2.62836 -0.6 0.6 -0.1
H 0.07617 0.43727 -2.57569 0.8 0.5 -0.9
H -1.30921 1.41724 -2.20436 0.2 -0.1 0.2
H 0.19106 1.94946 -1.47426 0.4 -0.4 -0.4
```
Forces are in eV/Å.

Energy relative to the best compared isomer or geometry (same formula, charge and spin), kcal/mol: 21.2
<S²>: 0.75
HOMO (spin up / spin down), eV: 1.5 / -5.3
Charge: -1
Strongest force on any atom, eV/Å: 3.1
Kohn-Sham gap (spin up / spin down), eV: 2.31 / 9.04
2S+1: 2

---

[4]
The following is a quantum chemistry calculation of 2 unconnected molecules or ions with the total composition C20H23F3N4O2S at a distorted geometry, from the Open Molecules 2025 dataset.

Structure (XYZ):
```
53
Properties=species:S:1:pos:R:3:forces:R:3
C 0.05138 3.11662 3.44382 2.2 -5.0 -2.5
C -1.19050 2.46460 2.79486 1.7 0.9 3.6
H -2.05045 3.00215 3.15806 -0.5 0.5 -0.3
C -1.11521 2.45285 1.32373 5.9 4.3 -2.2
O -0.12583 3.11506 0.59008 -5.5 -3.6 3.9
N -2.14688 1.87480 0.83873 -1.4 -2.4 -3.0
H -2.82760 1.44346 1.46240 0.4 0.1 -0.2
C -2.05055 1.33747 -0.52136 -4.4 3.6 -3.1
C -1.39928 -0.00375 -0.69502 -13.0 -4.6 -1.3
N -1.79118 -0.54918 -2.09731 -4.9 -7.8 14.0
C -1.19924 0.03547 -2.96052 5.7 10.4 -11.9
C -1.47681 -0.55167 -4.31957 -2.4 3.7 -4.1
O -1.11127 -1.80492 -4.63863 -2.1 -4.0 4.0
C -1.95016 -2.60325 -3.38994 3.5 5.6 -0.6
C -1.33110 -2.00584 -2.09154 -11.7 0.8 -0.3
H -2.06017 -2.37516 -1.24318 2.4 -0.2 -1.2
H -0.37547 -2.00138 -2.08550 6.7 -0.8 0.6
H -1.63330 -3.49894 -3.51594 2.3 -6.0 -0.8
H -2.98331 -2.62551 -3.53703 -1.6 1.1 -0.2
H -1.15534 -0.00493 -5.23668 0.9 0.7 1.1
H -2.55796 -0.36720 -4.55370 -0.1 -0.6 0.7
H -1.56601 1.25089 -2.97101 1.2 -3.0 -0.6
H -0.12436 0.01699 -2.95885 1.6 0.5 0.6
H -0.55696 0.20468 -0.50460 12.7 1.8 1.6
H -1.71434 -0.88120 0.11756 0.3 2.6 -1.9
H -3.21748 1.27937 -0.94567 3.0 0.1 1.1
H -1.56722 2.29592 -1.21208 -1.0 -3.2 2.1
S -1.59573 0.75508 3.70892 -2.3 4.6 0.9
C -0.56762 -0.02774 2.77847 5.7 -4.2 -4.9
N 0.46891 0.41491 2.05572 -0.2 -1.0 1.0
C 1.33867 -0.54289 1.48030 -2.3 5.8 1.1
C 1.17343 -1.83028 1.34986 -7.0 -1.6 4.4
C -0.11143 -2.27517 2.04826 4.5 6.6 -0.7
N -0.77935 -1.33678 2.68463 -2.3 -4.4 1.1
C -0.50156 -3.61141 1.97494 -4.4 -8.7 1.2
F -1.01498 -4.30319 3.27782 2.1 2.6 -4.0
F 0.57611 -4.59004 1.50793 -4.0 3.7 1.1
F -1.82022 -3.71837 1.18145 4.5 0.1 1.7
H 1.61244 -2.50866 0.80794 3.0 -3.1 -2.8
C 2.39509 0.17366 0.92407 4.1 1.8 -4.0
C 3.48179 -0.52349 0.37839 -2.7 -6.0 6.4
C 4.51629 0.10789 0.01506 10.5 -1.1 -5.1
C 4.68567 1.40856 -0.47815 -0.1 1.7 -1.9
C 3.57465 2.20679 -0.31437 -0.6 -5.7 3.4
C 2.53271 1.48830 0.49489 -3.3 3.7 -1.8
H 1.55562 2.04181 0.41444 1.1 -0.2 1.0
H 3.47332 3.15476 -0.68531 -0.6 2.2 -0.7
H 5.48888 1.79980 -1.21780 -0.9 -1.2 1.9
H 5.65175 -0.73814 -0.30805 -3.5 2.7 1.2
H 3.65623 -1.58344 0.93991 -0.3 2.0 -2.2
H 0.35103 4.01300 3.04148 0.2 2.2 -0.8
H 0.99720 2.38492 3.23738 -2.1 1.7 -0.1
H 0.08769 3.02271 4.45071 -0.7 0.5 3.3
```
Forces are in eV/Å.

Energy relative to the best compared isomer or geometry (same formula, charge and spin), kcal/mol: 38.2
HOMO, eV: -9.0
Charge: 0
Strongest force on any atom, eV/Å: 16.9
Kohn-Sham gap, eV: 7.36